# 1
74
Properties=species:S:1:pos:R:3 method="wB97M-V/def2-TZVPD" lumo_energy_ev="-4.994 / -5.773" total_charge=+1 homo_energy_ev="-9.155 / -11.749" orbital_gap_ha="0.153 / 0.220" multiplicity=6
O 2.52612 0.21749 -5.43037
H 3.11681 0.39088 -6.17815
Fe 1.17170 -0.19345 -0.99791
N 1.42686 -1.91685 -0.33972
N 0.35961 -1.07224 -2.38132
N 2.18698 0.57933 0.36650
N 1.44483 1.44975 -1.78605
O 2.25219 -2.30846 0.61143
O 2.49469 -0.01885 1.55597
O 1.05743 1.75389 -3.05225
O -0.04276 -0.52918 -3.49892
C 0.08010 -2.39805 -2.15554
C 0.61725 -2.85216 -0.93572
C 2.48397 1.90517 0.22578
C 2.05089 2.41260 -1.03806
C 0.30050 -4.11605 -0.23760
H -0.28879 -3.92964 0.67500
H 1.22003 -4.64517 0.05293
H -0.29357 -4.75991 -0.89714
C -0.78315 -3.14022 -3.08740
H -0.33544 -3.17453 -4.08848
H -1.77086 -2.67007 -3.17907
H -0.91214 -4.16054 -2.71927
C 2.99814 2.73847 1.34342
C 2.11864 3.84220 -1.43238
H 3.51129 2.12199 2.09594
H 2.16285 3.26947 1.84125
H 3.70043 3.49587 0.95192
H 1.68437 4.00681 -2.42772
H 3.16935 4.17290 -1.44107
H 1.57298 4.45527 -0.69244
H 2.44081 -1.05648 1.29201
H 0.58837 0.87331 -3.35988
C 3.27359 -0.47489 -4.41753
H 2.64761 -1.29192 -4.03871
H 3.48442 0.23301 -3.59926
H 4.21761 -0.88743 -4.81832
O 4.71398 -1.81211 -1.01963
H 5.07995 -0.96492 -0.71315
H 3.92293 -1.94815 -0.44270
C -1.80972 -3.55880 3.40747
C -2.71655 -3.23295 2.39119
C -2.46490 -2.15268 1.54218
C -1.31281 -1.37524 1.73769
C -0.36814 -1.74218 2.69631
C -0.63205 -2.81137 3.55250
As -0.99312 0.18615 0.57283
C -2.87582 0.58291 0.24242
C -3.40004 0.37232 -1.03957
C -4.78613 0.47800 -1.21646
C -5.61317 0.79735 -0.13216
C -5.06783 1.03552 1.13288
C -3.68210 0.93922 1.32670
C -0.65504 1.72750 1.75535
C -0.93413 2.99154 1.21948
C -0.68980 4.13221 1.98757
C -0.16886 4.00888 3.28335
C 0.11036 2.74036 3.80243
C -0.12581 1.59377 3.03956
H -2.01159 -4.39886 4.07205
H -3.62961 -3.81607 2.24941
H -3.17557 -1.89572 0.75371
H 0.56529 -1.18001 2.79387
H 0.09001 -3.05814 4.33372
H -2.73329 0.12531 -1.86907
H -5.21071 0.30344 -2.20546
H -6.69803 0.86517 -0.27353
H -5.70481 1.29245 1.98228
H -3.23565 1.12153 2.30781
H -1.37222 3.07897 0.22169
H -0.92594 5.11699 1.57257
H 0.00848 4.89859 3.88821
H 0.50422 2.62862 4.81561
H 0.06450 0.60803 3.44902

# 2
19
Properties=species:S:1:pos:R:3 method="wB97M-V/def2-TZVPD" lumo_energy_ev="0.473 / -1.809" homo_energy_ev="-7.330 / -9.709" orbital_gap_ha="0.287 / 0.290" multiplicity=3
C -0.70187 1.52398 -1.22910
C -1.56654 -0.86145 -0.85894
C -0.93942 -1.35894 0.43064
C 0.37933 1.68124 -0.56593
C 0.70275 0.67079 0.53082
C -0.34827 -0.16756 1.27411
C 1.93477 -0.02156 0.02470
Cl -1.78369 2.05853 -2.37100
Cl 0.37657 -0.90002 2.78355
Br -1.07848 -2.08534 -2.15537
Br -3.40752 -0.32455 -1.18510
H -1.65503 -1.97316 1.03329
H 0.01035 -1.84828 0.21172
H 1.15235 2.42581 -0.56372
H 1.11597 1.20061 1.35234
H -1.15595 0.55655 1.69563
H 2.68029 0.71972 -0.25478
H 1.74991 -0.63510 -0.87776
H 2.53451 -0.66128 0.72493

# 3
42
Properties=species:S:1:pos:R:3 method="wB97M-V/def2-TZVPD" lumo_energy_ev=0.200 homo_energy_ev=-8.346 relative_energy_kcal_mol=129.3 smiles=Cc1cnc[nH]1.O.O.O.O.O.O.O.O.O.O orbital_gap_ha=0.314
C -3.91718 -1.42012 1.58701
C -2.59934 -0.85606 1.14518
C -1.39661 -0.87289 1.92431
N -0.38273 -0.20562 1.21620
C -1.00211 0.35059 0.12184
N -2.33363 -0.05859 0.03988
H -4.10707 -1.14978 2.55517
H -4.55387 -1.04689 0.83651
H -3.74332 -2.47741 1.45288
H -1.14743 -1.40126 2.82020
H -0.50262 1.15353 -0.43241
H -2.94743 0.31686 -0.60515
H -1.31544 -2.35079 -2.16728
H -1.50051 -2.94538 -3.54441
O -1.76875 -2.86758 -2.71015
H 1.22103 3.93078 0.53486
H 2.10800 3.21378 -0.58317
O 1.40320 3.87246 -0.52770
H -0.96621 2.21746 -2.59205
H -0.74087 2.39050 -4.11827
O -0.92263 1.77579 -3.41843
H -0.18378 -3.28030 0.43022
H -1.13372 -3.95329 -0.40920
O -0.89292 -3.87408 0.48618
H 3.53303 0.44624 0.06327
H 4.66441 0.73998 1.12056
O 3.78037 1.13608 0.68810
H -0.00595 3.44203 -1.07279
H -1.42108 3.62231 -0.91268
O -0.90214 2.91782 -0.95838
H 4.16892 -0.42449 2.24660
H 2.63208 -0.80872 2.07088
O 3.54069 -1.20133 2.30616
H 1.06128 3.02640 2.36183
H 0.99343 1.61262 1.58901
O 1.26250 2.47816 1.67097
H 2.13449 -3.04139 0.14485
H 1.32913 -1.74605 0.53757
O 1.34318 -2.59153 0.01461
H 1.09477 0.20781 -1.41628
H 2.12435 -0.41224 -2.65699
O 1.99247 0.13461 -1.83954

# 4
70
Properties=species:S:1:pos:R:3 method="wB97M-V/def2-TZVPD" lumo_energy_ev=1.876 total_charge=-1 homo_energy_ev=-4.075 orbital_gap_ha=0.219
C 3.59447 -1.91206 3.12684
C 4.88096 -1.23352 2.64250
C 4.99612 0.23109 3.04340
C 4.23711 1.26780 2.18718
C 3.11214 0.76498 1.30143
C 2.47016 1.90823 0.49547
C 2.74202 1.92676 -1.01508
C 1.56512 2.48594 -1.82373
C 0.68937 1.45656 -2.57458
C -0.64244 1.23830 -1.93038
C -0.91166 0.27365 -1.00002
C 0.14588 -0.74735 -0.67838
C -0.18504 -2.13588 -1.25302
C 0.27237 -2.36185 -2.68872
C 1.75281 -2.18629 -2.97831
C 2.66536 -3.10679 -2.15698
C -2.22088 0.17431 -0.35803
C -2.42517 -0.87026 0.70391
S -3.74420 -2.08728 0.37892
C -4.62361 -2.14466 1.95507
C -6.07780 -1.67238 1.88866
C -3.22529 1.05651 -0.67474
S -4.80289 1.14012 0.12452
C -2.96698 2.02848 -1.68120
N -3.81780 2.95579 -2.12438
S -3.05959 3.82467 -3.20921
N -1.62785 3.10609 -3.19405
C -1.69884 2.11184 -2.29964
H 3.80251 -2.86129 3.60342
H 2.92112 -2.11396 2.30191
H 3.05084 -1.27363 3.81314
H 4.99095 -1.35216 1.56885
H 5.72617 -1.75668 3.07948
H 4.68522 0.30663 4.08150
H 6.05027 0.49537 3.01958
H 3.82727 2.01830 2.85744
H 4.96060 1.78481 1.55934
H 3.47861 0.00508 0.61745
H 2.34847 0.29736 1.91750
H 1.39651 1.88043 0.65286
H 2.82944 2.84260 0.91597
H 3.03444 0.94199 -1.37290
H 3.60404 2.56735 -1.18238
H 1.91237 3.22841 -2.53294
H 0.93256 3.02141 -1.12247
H 1.21145 0.51304 -2.66747
H 0.51176 1.86604 -3.55861
H 0.26008 -0.82312 0.39824
H 1.11651 -0.43799 -1.04303
H 0.22332 -2.90889 -0.60790
H -1.25974 -2.27962 -1.22965
H 0.02603 -3.39086 -2.94706
H -0.31612 -1.74555 -3.36337
H 2.06996 -1.15665 -2.84949
H 1.90468 -2.40420 -4.03059
H 3.34453 -2.53196 -1.54210
H 2.10480 -3.78421 -1.52502
H 3.29247 -3.70289 -2.81237
H -2.61985 -0.37999 1.65271
H -1.53683 -1.45349 0.83826
H -4.05726 -1.52816 2.64160
H -4.56010 -3.15193 2.34488
H -6.32291 -1.25196 0.92435
H -6.26284 -0.91231 2.63821
H -6.75340 -2.48757 2.12118
H -4.40441 1.68956 1.27516
N -7.15662 3.68665 0.83631
O -7.71702 3.59991 1.95315
O -7.53650 2.96695 -0.10998
O -6.20724 4.48438 0.67743

# 5
77
Properties=species:S:1:pos:R:3 method="wB97M-V/def2-TZVPD" lumo_energy_ev="-7.053 / -7.820" total_charge=+2 homo_energy_ev="-14.497 / -14.501" relative_energy_kcal_mol=7.6 orbital_gap_ha="0.274 / 0.246" multiplicity=2
Ir -1.51059 0.30958 1.35766
C 0.55271 -5.06894 -2.48027
C -0.93411 -4.67774 -2.55567
C -1.78696 -5.88369 -2.16440
C -1.28624 -4.25602 -3.99158
C -1.15288 -3.50101 -1.62077
C -1.96789 -3.55472 -0.49549
C -2.08325 -2.45807 0.33435
N -1.43928 -1.30526 0.10105
C -0.64933 -1.22776 -0.98711
C -0.50015 -2.28766 -1.85167
C 0.02148 0.06315 -1.13422
C 1.02399 0.29091 -2.05712
C 1.65270 1.52828 -2.14547
C 1.20202 2.50508 -1.25568
C 0.22681 2.21106 -0.33836
N -0.38341 1.00910 -0.25793
C 2.79772 1.81378 -3.09836
C 2.47605 3.07541 -3.91533
C 3.05679 0.64791 -4.05291
C 4.05800 2.05556 -2.24720
H 0.73161 -5.93084 -3.12345
H 0.83936 -5.34067 -1.46249
H 1.20387 -4.26034 -2.81887
H -1.60066 -6.69508 -2.86706
H -2.85473 -5.65684 -2.20508
H -1.53979 -6.25330 -1.16713
H -1.16775 -5.11140 -4.65659
H -0.63622 -3.46042 -4.35979
H -2.32092 -3.91509 -4.06170
H -2.52410 -4.44648 -0.24770
H -2.70194 -2.49384 1.21407
H 0.12858 -2.17981 -2.72323
H 1.32745 -0.51322 -2.70926
H 1.62157 3.50178 -1.25931
H -0.07010 2.95517 0.37652
H 1.53072 2.97198 -4.45154
H 3.26353 3.23532 -4.65153
H 2.42372 3.96899 -3.29211
H 2.17866 0.41892 -4.66164
H 3.37092 -0.25368 -3.52154
H 3.86358 0.91669 -4.73374
H 3.92503 2.88905 -1.55486
H 4.89563 2.29623 -2.90231
H 4.32422 1.16424 -1.67418
C -2.42184 1.30696 4.65879
C -2.22969 2.31062 3.57605
N -1.96770 2.12652 2.27593
C -1.97335 3.39209 1.68988
C -2.21814 4.32091 2.63399
N -2.36927 3.62251 3.80758
H -2.12510 0.31802 4.33488
H -3.47639 1.26782 4.93817
H -1.85642 1.58894 5.54747
H -1.89787 3.54531 0.63069
H -2.30587 5.39169 2.57426
H -2.57474 4.03029 4.70676
C 0.14005 -0.59560 2.27818
C 0.99613 0.52662 2.70054
C 1.99423 1.01505 1.86007
C 2.72259 2.13837 2.20828
C 2.46196 2.77431 3.41852
C 1.55712 2.22060 4.32583
C 0.84281 1.09539 3.96740
C 3.12085 4.01752 3.73534
N 3.60099 5.03090 3.98342
H -0.34202 -1.14843 3.08039
H 0.55255 -1.20953 1.48289
H 2.20320 0.50210 0.92667
H 3.49158 2.52726 1.55414
H 1.44254 2.66727 5.30459
H 0.16406 0.63487 4.67440
C -4.28007 -0.91879 2.29904
O -2.92937 -0.48352 2.29630
H -4.91663 -0.19919 2.81351
H -4.34360 -1.87983 2.80904
H -4.64905 -1.03333 1.27801

# 6
18
Properties=species:S:1:pos:R:3 method="wB97M-V/def2-TZVPD" lumo_energy_ev="-0.765 / -0.169" homo_energy_ev="-7.056 / -7.249" relative_energy_kcal_mol=85.2 orbital_gap_ha="0.231 / 0.260"
C -0.76553 -1.44265 1.03863
C -0.13547 2.08753 -2.88561
C -0.92849 -0.78323 -0.41180
N 1.87815 -0.55879 3.03139
N -0.14680 0.88504 -2.30155
Si 0.54244 0.39061 -0.77074
Cl 0.46050 2.07276 0.39055
H -1.58191 -2.24609 1.19637
H 0.07221 -2.02842 1.20649
H -0.74964 -0.67159 1.77156
H -0.10764 3.09385 -2.38743
H 1.20880 -1.20737 2.83435
H -0.45746 2.00741 -3.98607
H -1.93165 -0.32639 -0.41525
H -0.95854 -1.45451 -1.26099
H 2.10515 -0.01184 2.21029
H 1.59308 0.11246 3.70911
H -0.09721 0.08123 -2.96930

Listing F_max for the structures above in their given order: 3.62 2.61 6.92 0.63 2.26 3.83 eV/Å.
Listing E for the structures above in their given order: -5219.28614 -6339.72987 -1029.80964 -2483.65953 -1657.52213 -980.05748 Ha.